No. 1
Formula: C52H72F14INO7S
Source: OMol25
Level of theory: ωB97M-V/def2-TZVPD

The geometry in ORCA input format:
```
! RIJCOSX wB97M-V def2-TZVPD def2/J DEFGRID3
* xyz 0 1
C 6.98627 1.93521 1.58628
C 7.54077 0.87181 2.72156
C 6.26130 0.02512 3.30368
C 5.88232 0.37075 4.86105
C 5.49011 1.97075 5.10512
C 3.87435 2.23909 5.21252
C 3.01777 1.85006 3.86952
C 1.73592 2.90059 3.66420
C 0.49988 2.50182 4.66535
C -0.79486 3.51075 4.60332
C -0.99560 4.61037 5.83195
O 0.04458 4.64449 6.90708
C -2.27985 5.62967 5.80404
C -3.32319 5.52343 4.54368
C -4.60252 6.59415 4.50721
C -3.12189 4.44189 3.32274
C -1.85624 3.40410 3.31504
N -1.50801 2.38768 2.25738
C -2.71229 1.70718 1.65095
C -4.15831 2.46365 1.37460
C -5.49421 1.77335 0.72518
C -5.43211 0.18961 0.27702
C -6.79099 -0.50914 -0.34492
C -7.92505 -0.87984 0.82627
O -8.69416 0.06076 1.42994
I -8.31650 -2.97131 1.47594
C -3.99878 -0.58427 0.48813
F -3.95446 -2.02143 0.02540
C -2.63950 0.11756 1.16542
C -1.34080 -0.86566 1.32258
C 0.11484 -0.15962 1.06348
C 1.16969 -1.09685 0.23174
F 1.00705 -2.48943 0.79861
F 2.53636 -0.67370 0.63364
C 0.91235 -1.23043 -1.36789
F -0.26667 -2.13653 -1.63659
F 2.09188 -1.96653 -1.95538
C 0.62883 0.14790 -2.19299
F 0.41065 -0.27637 -3.62908
F -0.67919 0.81875 -1.83501
C 1.76927 1.31065 -2.06647
F 1.27688 2.46665 -2.90645
F 1.93556 1.87775 -0.69314
C 3.25709 0.93888 -2.61411
F 3.31980 0.00524 -3.75811
F 4.17825 0.36359 -1.56367
C 4.04458 2.32402 -3.12546
F 5.50425 1.93338 -3.14995
F 3.71423 2.68742 -4.53256
F 3.94607 3.44280 -2.16010
S -4.32220 4.30662 1.84236
H 6.31370 2.76345 2.06857
H 6.37971 1.27646 0.79935
H 7.92362 2.42647 1.07605
H 8.40692 0.18024 2.28201
H 8.00862 1.51738 3.58958
H 5.31234 0.23911 2.64555
H 6.50165 -1.12731 3.25191
H 4.96681 -0.26970 5.21838
H 6.81946 0.14986 5.54208
H 5.97157 2.25334 6.14943
H 6.03697 2.62204 4.29920
H 3.72952 3.40989 5.39252
H 3.39639 1.62873 6.11736
H 3.77358 1.88746 2.96124
H 2.64845 0.71855 3.92125
H 1.34334 2.82740 2.55972
H 2.08501 3.99602 3.88262
H 0.83612 2.33999 5.79845
H 0.10461 1.43788 4.30308
H -0.24229 5.27897 7.63160
H -2.37678 6.42049 6.68341
H -5.25708 6.47699 3.52263
H -4.09255 7.66589 4.40841
H -5.22094 6.48191 5.49496
H -0.89501 2.78595 1.50183
H -6.51093 2.38116 0.58562
H -6.57628 -1.55197 -0.88313
H -7.35667 0.16176 -1.12515
H -1.47001 -1.77255 0.58972
H -1.34910 -1.32068 2.42551
H 0.59863 -0.00375 2.14438
H -0.03262 0.92495 0.63420
C -0.41826 -5.47799 -2.20325
C -1.05156 -6.05640 -3.44225
C -2.33031 -6.65270 -2.89558
O -2.71570 -5.85086 -1.77056
C -1.62327 -4.98517 -1.43231
H 0.30845 -4.68800 -2.40893
H 0.08710 -6.27137 -1.63978
H -1.28677 -5.25159 -4.14867
H -0.42428 -6.78954 -3.95561
H -2.17088 -7.67548 -2.53800
H -3.13722 -6.66301 -3.63399
H -1.89765 -3.96818 -1.73309
H -1.46373 -4.99812 -0.35061
C 3.98193 1.56377 -7.84965
C 3.43130 0.58853 -6.84146
C 2.36392 -0.12561 -7.64166
O 2.80103 -0.13001 -9.00769
C 3.91538 0.76435 -9.13253
H 4.99095 1.91351 -7.61721
H 3.32303 2.43749 -7.91908
H 4.21364 -0.12044 -6.54583
H 3.04095 1.06343 -5.93780
H 1.40950 0.40967 -7.59794
H 2.20345 -1.15329 -7.30315
H 4.81707 0.15735 -9.26870
H 3.78377 1.39661 -10.01492
C -2.50687 -7.16897 -6.70493
C -1.88531 -7.18361 -8.07758
C -2.16581 -8.59768 -8.53733
O -3.39154 -9.00299 -7.91249
C -3.72594 -8.04365 -6.90003
H -2.75428 -6.16707 -6.34512
H -1.82457 -7.63423 -5.98357
H -2.40478 -6.46952 -8.72744
H -0.82053 -6.93716 -8.08097
H -1.37975 -9.28579 -8.20872
H -2.26396 -8.67345 -9.62410
H -4.57911 -7.45968 -7.26212
H -4.02163 -8.56223 -5.98387
C 4.40728 -4.04241 -1.88305
C 5.02605 -5.14512 -2.70273
C 6.36864 -5.32580 -2.02860
O 6.18808 -4.99193 -0.64547
C 4.90835 -4.36273 -0.49179
H 3.31672 -4.00714 -1.94571
H 4.80156 -3.07228 -2.20820
H 4.43116 -6.06055 -2.60188
H 5.11110 -4.90798 -3.76623
H 7.11665 -4.64142 -2.44267
H 6.74637 -6.34877 -2.11412
H 4.24569 -5.07304 0.01455
H 5.00828 -3.47163 0.13403
C -8.44602 8.57850 7.89421
C -9.34191 7.41380 7.56015
C -8.41411 6.51685 6.77002
O -7.09030 6.73910 7.27527
C -7.11334 7.89844 8.11944
H -8.78101 9.15680 8.75899
H -8.37989 9.25468 7.03355
H -9.65356 6.90932 8.48234
H -10.23976 7.69484 7.00390
H -8.41499 6.78148 5.70732
H -8.67196 5.45821 6.86621
H -7.01165 7.55882 9.15595
H -6.26558 8.54614 7.87966
*
```

The calculation puts the frontier orbital gap at 6.7 eV. The molecular weight comes out at 1248.1 g/mol. The value obtained for the LUMO energy is -1.2 eV. The value obtained for the electronic energy is -4698.91707 a.u. As for the energy relative to the best compared isomer or geometry (same formula, charge and spin): 2991.4 kJ/mol. Its SMILES is CCCCCCCCCc1c(O)cc(C)c2c1Nc1c(cc(CC(=O)I)c(F)c1CCC(F)(F)C(F)(F)C(F)(F)C(F)(F)C(F)(F)C(F)(F)F)S2.C1CCOC1.C1CCOC1.C1CCOC1.C1CCOC1.C1CCOC1.

Mulliken atomic charge list, values in e, 5 entries: -0.5598 -0.5836 0.2777 -0.7552 -0.5249

***

No. 2
Formula: C34H53N5O6P2S
Source: OMol25
Level of theory: ωB97M-V/def2-TZVPD

The geometry in ORCA input format:
```
! RIJCOSX wB97M-V def2-TZVPD def2/J DEFGRID3
* xyz 0 1
H -3.30375 -0.73938 4.01747
N -2.55850 -1.42051 4.15645
C -2.35319 -2.07193 3.09212
C -1.30107 -3.14777 3.06705
C -0.02973 -2.80269 2.32626
C -0.10660 -2.30915 1.02999
C 1.05165 -1.96673 0.34699
C 2.30672 -2.11877 0.91126
C 2.40498 -2.65543 2.18470
N 3.64065 -2.82632 2.85196
C 4.85890 -2.76564 2.04973
C 5.46542 -1.36251 1.91679
C 6.37493 -0.99374 3.08941
C 7.16499 0.30440 2.85414
C 1.23897 -3.01181 2.88600
P 1.59981 -3.64806 4.53335
N 2.09765 -2.57603 5.57487
S 0.89091 -1.30917 -1.27808
C -0.52966 -0.29178 -0.99007
C -1.52566 -0.85510 -0.19764
C -2.68839 -0.14248 0.02378
C -2.84442 1.10812 -0.55375
C -1.84743 1.68425 -1.33584
C -2.04302 3.06852 -1.93222
C -3.12691 3.94994 -1.29871
P -2.65320 4.58680 0.32821
O -1.67010 3.71850 0.99590
O -3.98566 4.91745 1.12574
C -4.83380 3.84204 1.56549
C -4.30778 3.17904 2.82388
O -2.22346 6.10097 0.10094
C -1.03309 6.37820 -0.66158
C 0.24714 6.16896 0.14418
C -0.65800 0.97203 -1.56595
C 0.44165 1.52677 -2.43566
C 1.75371 1.87246 -1.70847
C 3.00455 1.87892 -2.59118
C 3.32987 0.56741 -3.30566
N 2.73537 0.52587 -4.66595
C 1.97742 -0.57267 -5.04818
C 2.53360 -1.93627 -4.71416
O 0.94138 -0.44496 -5.67937
N -1.36366 -2.17611 0.34468
H -2.91132 -1.91374 2.16836
H -1.74113 -4.03981 2.60646
H -1.09066 -3.38232 4.10507
H 3.18231 -1.80900 0.35746
H 3.67790 -2.16420 3.62205
H 5.59728 -3.41146 2.53511
H 4.66572 -3.20904 1.07346
H 4.65686 -0.62863 1.85930
H 6.05234 -1.30835 0.99538
H 7.06708 -1.81564 3.28331
H 5.77692 -0.87216 3.99643
H 6.70790 1.15394 3.36353
H 7.20865 0.55539 1.79334
H 8.18767 0.22256 3.22226
H 2.46633 -4.72127 4.29105
H 0.41413 -4.30363 4.89000
H 2.98368 -2.83946 5.98982
H -3.47231 -0.57477 0.63168
H -3.76611 1.64019 -0.36971
H -1.09146 3.59631 -1.90879
H -2.30624 2.94200 -2.98842
H -3.31301 4.81120 -1.94517
H -4.07253 3.41063 -1.26355
H -4.98033 3.12209 0.75673
H -5.80366 4.30250 1.75418
H -5.10453 2.60493 3.29633
H -3.46157 2.52582 2.61333
H -3.95475 3.94823 3.51122
H -1.13390 7.41880 -0.96590
H -1.03890 5.78702 -1.58003
H 0.89206 7.04238 0.07582
H 0.78230 5.27016 -0.15534
H -0.01681 6.03011 1.19256
H 0.10217 2.44386 -2.91288
H 0.60339 0.82692 -3.25964
H 1.90895 1.23868 -0.83404
H 1.64488 2.89100 -1.32147
H 3.85569 2.11992 -1.95004
H 2.93710 2.67831 -3.33527
H 2.97610 -0.27798 -2.71798
H 4.41313 0.46078 -3.39512
H 2.16054 1.34136 -4.84857
H 1.77485 -2.48121 -4.15023
H 2.67756 -2.46481 -5.65581
H 3.46685 -1.91288 -4.15909
H -1.34089 -2.81401 -0.45600
O -2.16787 -3.84194 -2.10464
C -3.36386 -3.78172 -2.12729
C -4.32478 -4.57824 -2.98746
C -5.62299 -3.77957 -2.87492
C -5.47141 -3.13893 -1.49876
O -4.05674 -2.94321 -1.32921
H -4.41134 -5.57705 -2.55607
H -3.93916 -4.66288 -3.99915
H -6.52774 -4.37588 -2.96700
H -5.64635 -3.00460 -3.64154
H -5.82306 -3.79097 -0.69642
H -5.95820 -2.17135 -1.40758
*
```

The calculation puts the frontier orbital gap at 8.4 eV. The molecular weight comes out at 721.8 g/mol. The value obtained for the LUMO energy is 0.4 eV. The value obtained for the electronic energy is -3133.56043 a.u. Its SMILES is [H]/N=C/Cc1c2c(cc(NCCCC)c1[PH2]=N)Sc1c(ccc(CCP(=O)(OCC)OCC)c1CCCCNC(C)=O)N2.O=C1CCCO1.

Mulliken atomic charge list, values in e, 5 entries: 0.2710 -0.7820 0.4692 -0.9874 0.6670